Entry 1:
# C36H48N5O4

An isolated ion of composition C36H48N5O4 and charge +1 (ωB97M-V/def2-TZVPD, the OMol25 dataset).

ORCA input file:
```
! RIJCOSX wB97M-V def2-TZVPD def2/J DEFGRID3
* xyz 1 1
C -1.88 -1.39 -3.54
H -1.17 -0.60 -3.78
H -2.88 -0.98 -3.53
H -1.82 -2.15 -4.32
C -1.54 -2.02 -2.19
N -1.51 -0.98 -1.15
C -2.51 -0.20 -0.83
O -3.63 -0.23 -1.40
C -2.28 0.81 0.31
N -1.89 2.10 -0.24
C -2.97 2.67 -1.03
C -4.31 2.73 -0.27
N -4.64 1.38 0.21
C -6.00 1.27 0.77
C -6.35 -0.17 1.06
C -6.64 -0.60 2.35
C -6.95 -1.93 2.56
C -6.94 -2.79 1.47
N -6.66 -2.39 0.25
C -6.38 -1.12 0.04
H -6.17 -0.85 -0.99
H -7.17 -3.84 1.58
H -7.19 -2.29 3.55
H -6.63 0.10 3.17
H -6.08 1.87 1.68
H -6.70 1.67 0.02
C -3.58 0.90 1.13
H -3.86 -0.08 1.50
H -3.48 1.58 1.98
H -4.46 0.66 -0.64
H -4.25 3.42 0.57
H -5.09 3.07 -0.95
H -3.09 2.06 -1.92
H -2.69 3.67 -1.35
C -1.34 3.03 0.74
H -1.32 4.02 0.27
C 0.09 2.75 1.23
O 0.06 1.59 2.04
H 0.91 1.50 2.49
H 0.34 3.61 1.86
C 1.14 2.68 0.11
H 2.12 2.86 0.55
H 0.94 3.50 -0.59
C 1.14 1.36 -0.66
C 1.47 0.17 0.23
O 0.76 -0.82 0.29
N 2.60 0.29 0.94
H 3.19 1.10 0.82
C 3.16 -0.70 1.82
C 3.95 -1.78 1.14
C 3.60 -2.55 0.05
C 4.50 -3.49 -0.43
C 5.73 -3.65 0.18
C 6.08 -2.90 1.29
C 5.18 -1.97 1.77
C 5.31 -1.07 2.96
H 6.29 -0.61 3.05
H 5.12 -1.63 3.88
C 4.22 -0.01 2.74
H 3.77 0.34 3.68
O 4.72 1.15 2.13
H 5.37 0.90 1.45
H 7.03 -3.04 1.77
H 6.43 -4.38 -0.21
H 4.24 -4.09 -1.29
H 2.63 -2.43 -0.42
H 2.35 -1.15 2.41
H 0.13 1.20 -1.05
C 2.09 1.40 -1.89
C 3.55 1.45 -1.55
C 4.30 0.28 -1.54
C 5.63 0.29 -1.18
C 6.24 1.48 -0.82
C 5.51 2.66 -0.86
C 4.18 2.64 -1.22
H 3.62 3.57 -1.26
H 5.98 3.60 -0.60
H 7.28 1.50 -0.53
H 6.20 -0.63 -1.17
H 3.84 -0.66 -1.83
H 1.89 0.51 -2.49
H 1.82 2.27 -2.49
H -1.96 3.11 1.64
H -1.47 0.46 0.95
H -0.64 -0.93 -0.59
C -2.57 -3.08 -1.81
H -3.57 -2.65 -1.76
H -2.58 -3.87 -2.55
H -2.33 -3.52 -0.84
C -0.14 -2.63 -2.22
H 0.13 -3.02 -1.24
H -0.11 -3.45 -2.94
H 0.59 -1.89 -2.52
*
```

Output
E_HOMO = -0.4058 Eh
Total energy = -1975.22570 a.u.

---

Entry 2:
# C5H8S

A single C5H8S molecule (ωB97M-V/def2-TZVPD, the OMol25 dataset).

ORCA input file:
```
! RIJCOSX wB97M-V def2-TZVPD def2/J DEFGRID3
* xyz 0 1
C 2.38 -0.85 -0.57
C 1.76 0.01 0.54
C 0.39 0.46 0.26
C 0.20 1.72 -0.21
C -0.70 -0.44 0.46
H 2.39 -0.43 -1.56
H 1.77 -1.78 -0.59
H 3.42 -1.11 -0.37
H 2.35 0.92 0.69
H 1.74 -0.60 1.44
H 0.99 2.46 -0.31
H -0.82 2.06 -0.48
H -0.47 -1.26 1.15
S -2.22 -0.36 -0.18
*
```

Output
E_HOMO = -0.3195 Eh
SMILES string = C=C(C=S)CC
Total energy = -593.44801 a.u.

---

Entry 3:
# C3H5IN3P

A single C3H5IN3P molecule (ωB97M-V/def2-TZVPD, the OMol25 dataset).

ORCA input file:
```
! RIJCOSX wB97M-V def2-TZVPD def2/J DEFGRID3
* xyz 0 1
C 0.68 -0.78 -0.38
C 1.01 0.65 1.09
C 0.61 -1.95 -1.26
N -0.39 0.03 -0.41
N -0.16 1.04 0.47
N 1.65 -0.43 0.53
P -1.74 2.39 0.59
I 1.81 1.88 2.56
H -0.05 -2.72 -0.68
H 0.17 -1.58 -2.17
H 1.63 -2.36 -1.26
H -2.82 1.77 1.47
H -2.40 2.05 -0.55
*
```

Output
E_HOMO = -0.3253 Eh
SMILES string = Cc1nc(I)n(P)n1
Total energy = -920.54282 a.u.

---

Entry 4:
# CH26NO12

CH26NO12 as an isolated structure (ωB97M-V/def2-TZVPD, the OMol25 dataset).

ORCA input file:
```
! RIJCOSX wB97M-V def2-TZVPD def2/J DEFGRID3
* xyz -1 1
N 1.25 -1.49 -0.78
C 1.33 -0.61 0.42
O 0.10 -0.43 0.96
H 1.09 -1.03 -1.65
H 2.08 -2.07 -0.90
H 1.99 -1.02 1.17
H 1.77 0.41 0.17
H -0.13 -1.79 3.49
H 0.24 -0.56 2.70
O 0.30 -0.97 3.59
H 2.48 3.53 1.45
H 1.45 2.55 0.89
O 2.41 2.79 0.89
H 3.33 1.42 1.43
H 3.27 0.34 2.41
O 3.84 0.70 1.82
H -1.58 -2.16 -1.29
H -0.24 -2.71 -1.77
O -1.19 -2.72 -2.02
H -0.52 -1.86 1.52
H -0.64 -3.37 1.43
O -1.06 -2.63 1.86
H -2.76 0.62 0.02
H -2.65 1.75 0.95
O -3.13 1.52 0.15
H -1.12 1.83 -2.08
H -2.11 2.25 -1.01
O -1.26 2.54 -1.47
H -0.52 2.39 0.01
H -0.10 1.20 1.06
O -0.15 2.23 0.97
H 0.05 0.23 -3.08
H 1.24 1.28 -2.69
O 1.04 0.42 -3.15
H -1.43 -1.09 -3.13
H -1.79 -0.33 -1.85
O -1.54 -0.17 -2.82
H -2.43 -1.49 0.33
H -0.94 -0.67 0.26
O -1.98 -0.84 -0.26
*
```

Output
E_HOMO = -0.2452 Eh
Total energy = -1011.44619 a.u.

---

Entry 5:
# C3H3Cl2NS

A single C3H3Cl2NS molecule (ωB97M-V/def2-TZVPD, the OMol25 dataset).

ORCA input file:
```
! RIJCOSX wB97M-V def2-TZVPD def2/J DEFGRID3
* xyz 0 1
C -0.67 0.83 -0.42
C -1.50 0.06 0.34
C 1.62 0.08 -0.13
N 0.69 0.95 -0.24
S 1.61 -1.70 0.29
Cl -3.15 0.17 0.28
Cl 3.25 0.71 -0.08
H -0.97 1.34 -1.35
H -1.09 -0.69 0.98
H 0.22 -1.75 0.33
*
```

Output
E_HOMO = -0.3292 Eh
SMILES string = S/C(Cl)=N\C=C\Cl
Total energy = -1489.38122 a.u.

---

Entry 6:
# C37H31Cl2NO3PS3Tm

C37H31Cl2NO3PS3Tm as an isolated structure (ωB97M-V/def2-TZVPD, the OMol25 dataset).

ORCA input file:
```
! RIJCOSX wB97M-V def2-TZVPD def2/J DEFGRID3
* xyz 0 3
Tm -0.02 0.83 -0.54
O 0.42 0.30 1.87
C 1.80 0.69 2.04
C 2.13 1.18 0.59
O 2.98 0.63 -0.09
O 1.33 2.09 0.19
C 2.66 -0.48 2.47
C 2.26 -1.77 2.13
C 3.00 -2.86 2.55
C 4.15 -2.68 3.29
C 4.57 -1.39 3.60
C 3.84 -0.30 3.19
C 1.90 1.87 2.98
C 1.01 2.04 4.03
C 1.16 3.10 4.90
C 2.19 4.01 4.73
C 3.06 3.87 3.66
C 2.91 2.81 2.78
H 0.19 -0.37 2.54
H 1.37 -1.93 1.54
H 2.66 -3.85 2.31
H 4.72 -3.53 3.63
H 5.47 -1.24 4.17
H 4.17 0.69 3.45
H 0.20 1.34 4.17
H 0.47 3.22 5.73
H 2.32 4.82 5.43
H 3.85 4.59 3.51
H 3.58 2.69 1.94
Cl -0.87 3.74 -0.86
C -2.07 3.72 0.42
Cl -1.72 2.28 1.38
H -3.07 3.63 -0.01
H -1.97 4.61 1.04
C 1.12 2.85 -3.22
C 1.96 1.61 -3.29
C 3.12 1.60 -4.10
C 3.86 0.46 -4.17
C 3.46 -0.69 -3.45
C 4.17 -1.90 -3.52
C 3.77 -2.97 -2.77
C 2.66 -2.87 -1.93
C 1.92 -1.71 -1.86
S 0.53 -1.69 -0.84
C 2.30 -0.57 -2.63
N 1.57 0.57 -2.57
H 1.25 3.48 -4.09
H 1.41 3.44 -2.34
H 0.06 2.58 -3.14
H 3.40 2.49 -4.64
H 4.76 0.40 -4.77
H 5.03 -1.96 -4.17
H 4.30 -3.91 -2.82
H 2.35 -3.71 -1.33
S -2.11 -0.94 1.00
P -3.09 -0.59 -0.69
S -2.37 0.88 -1.89
C -3.28 -2.13 -1.65
C -2.42 -3.18 -1.42
C -2.58 -4.37 -2.12
C -3.62 -4.49 -3.04
C -4.47 -3.43 -3.27
C -4.31 -2.24 -2.58
C -4.78 -0.13 -0.17
C -5.52 -1.07 0.54
C -6.73 -0.70 1.10
C -7.18 0.60 0.98
C -6.43 1.54 0.29
C -5.23 1.17 -0.29
H -1.61 -3.08 -0.71
H -1.90 -5.18 -1.95
H -3.75 -5.42 -3.57
H -5.28 -3.53 -3.98
H -4.97 -1.40 -2.77
H -5.15 -2.08 0.64
H -7.31 -1.43 1.65
H -8.12 0.89 1.43
H -6.79 2.55 0.20
H -4.65 1.88 -0.85
*
```

Output
<S²> = 2.00
E_HOMO (spin up / spin down) = -0.2591 / -0.2590 Eh
Total energy = -5250.75726 a.u.

---

Entry 7:
# C6H18N3P

A single C6H18N3P molecule (ωB97M-V/def2-TZVPD, the OMol25 dataset).

ORCA input file:
```
! RIJCOSX wB97M-V def2-TZVPD def2/J DEFGRID3
* xyz 0 3
C -0.60 2.18 1.58
C 1.30 0.95 -2.12
C -1.98 -1.00 0.38
C -2.16 0.78 -1.22
C 1.79 -0.69 1.81
C 1.14 -1.81 -0.24
N 0.65 1.60 -0.99
N -1.26 -0.06 -0.46
N 1.08 -0.61 0.56
P 0.04 0.73 0.30
H -1.10 1.59 2.36
H 0.33 2.57 2.01
H 2.26 0.49 -1.86
H 0.63 0.17 -2.49
H 1.46 1.68 -2.91
H -2.72 -0.50 1.02
H -2.50 -1.72 -0.25
H -1.28 -1.52 1.03
H -2.60 0.19 -2.03
H -2.96 1.20 -0.61
H -1.59 1.61 -1.65
H 2.87 -0.81 1.65
H 1.62 0.24 2.37
H 1.44 -1.53 2.42
H 0.46 -1.73 -1.08
H 2.16 -1.97 -0.62
H 0.86 -2.69 0.35
H 1.12 2.43 -0.67
*
```

Output
<S²> = 2.01
E_HOMO (spin up / spin down) = -0.1428 / -0.3104 Eh
Total energy = -744.82748 a.u.

---

Entry 8:
# C29H59NO10

A 8-piece molecular cluster, C29H59NO10 overall (ωB97M-V/def2-TZVPD, the OMol25 dataset).

ORCA input file:
```
! RIJCOSX wB97M-V def2-TZVPD def2/J DEFGRID3
* xyz 0 1
C 5.31 1.27 1.70
O 4.46 0.67 2.66
C 4.72 -0.70 2.91
C 3.90 -1.65 2.02
C 2.45 -1.85 2.50
C 1.35 -1.45 1.51
O 1.18 -2.10 0.49
N 0.49 -0.45 1.91
C -0.53 -0.13 0.91
C 1.13 0.73 2.52
O 3.94 -1.24 0.67
C 5.06 -1.73 -0.04
H 4.93 1.09 0.68
H 6.32 0.87 1.76
H 5.31 2.34 1.89
H 4.45 -0.89 3.95
H 5.79 -0.92 2.82
H 4.42 -2.63 2.10
H 2.30 -1.36 3.46
H 2.27 -2.92 2.66
H -1.15 0.67 1.29
H -0.10 0.16 -0.05
H -1.16 -1.01 0.74
H 0.64 1.63 2.15
H 2.19 0.79 2.32
H 0.99 0.72 3.61
H 5.14 -2.82 0.04
H 5.99 -1.26 0.28
H 4.90 -1.49 -1.10
C -4.19 1.85 2.33
C -4.24 1.07 1.04
O -3.44 1.27 0.15
C -5.33 0.03 0.90
H -3.37 2.56 2.30
H -5.13 2.40 2.48
H -4.05 1.18 3.17
H -6.31 0.51 0.98
H -5.23 -0.71 1.70
H -5.25 -0.47 -0.06
C -6.65 -3.78 0.13
C -6.22 -3.21 -1.20
O -6.25 -2.01 -1.41
C -5.75 -4.18 -2.25
H -6.96 -2.98 0.80
H -7.48 -4.48 -0.02
H -5.82 -4.33 0.58
H -6.56 -4.88 -2.49
H -4.90 -4.74 -1.88
H -5.45 -3.65 -3.14
C 10.21 -0.56 -0.40
C 8.95 -1.23 -0.88
O 8.41 -2.10 -0.23
C 8.38 -0.76 -2.20
H 10.51 -0.98 0.55
H 11.01 -0.71 -1.13
H 10.05 0.51 -0.29
H 9.12 -0.92 -2.99
H 8.15 0.30 -2.15
H 7.48 -1.32 -2.43
C -1.51 -1.81 -4.41
C -2.41 -2.12 -3.25
O -2.93 -3.21 -3.10
C -2.63 -1.01 -2.26
H -1.42 -2.68 -5.06
H -1.91 -0.97 -4.98
H -0.52 -1.53 -4.04
H -3.07 -0.14 -2.75
H -1.67 -0.70 -1.83
H -3.29 -1.34 -1.46
C 0.83 2.59 -2.82
C 1.23 1.16 -2.53
O 0.63 0.23 -3.03
C 2.39 0.95 -1.60
H -0.01 2.61 -3.50
H 0.56 3.09 -1.89
H 1.67 3.13 -3.26
H 2.18 1.40 -0.62
H 3.29 1.42 -2.00
H 2.56 -0.12 -1.46
C -5.73 3.10 -4.15
C -6.60 1.87 -4.31
O -7.30 1.71 -5.28
C -6.53 0.85 -3.20
H -5.86 3.75 -5.01
H -6.00 3.63 -3.24
H -4.68 2.81 -4.07
H -6.83 1.31 -2.25
H -5.51 0.48 -3.08
H -7.19 0.02 -3.42
C 0.24 4.29 4.93
C -0.61 3.04 4.82
O -1.34 2.86 3.88
C -0.50 2.04 5.94
H 0.07 4.92 4.07
H -0.02 4.84 5.84
H 1.29 4.02 4.98
H -0.78 2.51 6.89
H 0.53 1.70 6.03
H -1.15 1.20 5.75
*
```

Output
E_HOMO = -0.3258 Eh
SMILES string = COC[C@@H](CC(=O)N(C)C)OC.CC(C)=O.CC(C)=O.CC(C)=O.CC(C)=O.CC(C)=O.CC(C)=O.CC(C)=O
Total energy = -1947.48695 a.u.

---

Entry 9:
# C35H32F2NSi

A 2-piece molecular cluster, C35H32F2NSi overall (ωB97M-V/def2-TZVPD, the OMol25 dataset).

ORCA input file:
```
! RIJCOSX wB97M-V def2-TZVPD def2/J DEFGRID3
* xyz 1 1
F 4.59 1.60 4.23
C 3.24 1.73 4.01
C 2.71 3.02 3.96
C 1.33 3.13 3.74
C 0.54 2.01 3.56
C 1.09 0.68 3.59
C 0.18 -0.40 3.38
C 0.37 -1.81 3.31
C -0.78 -2.62 3.05
C -0.70 -4.00 2.95
C 0.52 -4.67 3.11
C 1.64 -3.89 3.38
F 2.85 -4.53 3.54
C 1.61 -2.50 3.49
C 2.49 0.57 3.84
H 3.36 3.88 4.10
H 0.88 4.12 3.70
H -0.54 2.11 3.39
H -0.86 -0.08 3.25
H -1.74 -2.11 2.92
H -1.60 -4.58 2.74
H 0.61 -5.75 3.03
H 2.53 -1.97 3.71
H 2.98 -0.39 3.90
C -5.46 -0.30 4.04
C -6.69 0.35 3.98
C -6.94 1.30 2.98
C -5.97 1.58 2.01
Si -6.25 2.82 0.66
C -7.97 3.52 0.81
C -8.16 4.89 1.05
C -9.46 5.40 1.18
C -10.57 4.56 1.06
C -10.38 3.20 0.82
C -9.09 2.67 0.71
C -5.02 4.20 0.86
C -4.53 4.53 2.13
C -3.63 5.59 2.29
C -3.20 6.33 1.17
C -3.68 5.99 -0.09
C -4.59 4.93 -0.26
C -6.06 2.02 -1.05
C -7.03 0.84 -1.31
C -6.21 -0.10 -2.21
C -4.75 0.17 -1.83
N -4.75 1.49 -1.25
C -4.73 0.92 2.07
C -4.47 -0.01 3.09
H -5.27 -1.04 4.82
H -7.46 0.14 4.72
H -7.89 1.84 2.97
H -7.30 5.54 1.16
H -9.59 6.47 1.37
H -11.58 4.97 1.15
H -11.24 2.53 0.73
H -8.96 1.60 0.55
H -4.86 3.96 3.01
H -3.26 5.84 3.28
H -2.49 7.15 1.30
H -3.36 6.56 -0.97
H -4.97 4.69 -1.25
H -6.32 2.89 -1.71
H -7.25 0.34 -0.36
H -7.97 1.18 -1.74
H -6.49 -1.16 -2.13
H -6.35 0.20 -3.25
H -4.43 -0.58 -1.08
H -4.05 0.10 -2.67
H -3.95 2.10 -1.40
H -3.97 1.13 1.32
H -3.50 -0.50 3.14
*
```

Output
E_HOMO = -0.3469 Eh
Total energy = -1896.62023 a.u.

---

Entry 10:
# C4H12NOS

A 2-piece molecular cluster, C4H12NOS overall (ωB97M-V/def2-TZVPD, the OMol25 dataset).

ORCA input file:
```
! RIJCOSX wB97M-V def2-TZVPD def2/J DEFGRID3
* xyz -1 1
C -1.98 -0.63 0.68
N -0.85 -0.86 -0.23
C 0.42 -0.58 0.48
C 0.48 0.90 0.97
S 2.21 1.43 1.24
C 1.53 -0.85 -0.69
H -1.63 -1.03 1.78
H -2.22 0.54 0.80
H -2.88 -1.02 -0.02
H -0.87 -1.93 -0.43
H 0.64 -1.12 1.39
H 0.11 1.52 0.22
H -0.20 1.02 1.87
H 1.71 -2.00 -0.69
H 2.39 -0.46 -0.24
H 1.27 -0.43 -1.69
H 0.47 2.42 -1.77
H -0.36 1.15 -1.60
O -0.24 1.93 -2.06
*
```

Output
E_HOMO = -0.0933 Eh
Total energy = -687.74446 a.u.

---

Which value of total energy does entry 3 give?
-920.54282 a.u.

---

Which value of total energy does entry 1 give?
-1975.22570 a.u.